# 1
The following is a DFT calculation (the ωB97M-V functional and the def2-TZVPD basis) of a 2-piece molecular cluster, C4H12NO2 overall.

Calculated values
Charge: -1
F_max, eV Å⁻¹: 1.60
Energy, eV: -9927.1902
Energy relative to the best compared isomer or geometry (same formula, charge and spin), kcal/mol: 23.8
HOMO, eV: -2.779

XYZ file:
```
19
C4H12NO2 (the ωB97M-V functional and the def2-TZVPD basis)
C 1.7537 0.0201 1.3799
C 0.3275 0.5643 1.2969
C -0.4811 0.0282 0.0934
C 0.3473 0.0528 -1.2186
O 0.8129 1.2732 -1.4970
N -0.3630 0.3206 2.5938
H 2.1294 0.0330 2.4030
H 1.8393 -0.9791 0.9425
H 2.4224 0.6553 0.7972
H 0.4444 1.6065 0.9924
H -0.8342 -1.0144 0.2423
H -1.4074 0.6183 0.0788
H 1.0398 -0.8025 -1.0490
H -0.3886 -0.4293 -1.9308
H -0.4307 -0.6799 2.6235
H -1.3113 0.6924 2.4888
H -1.2534 -0.8660 -3.2468
H -2.5970 -0.2972 -3.1898
O -2.0501 -0.7963 -3.8005
```

# 2
The following is a DFT calculation (the ωB97M-V functional and the def2-TZVPD basis) of a 2-piece molecular cluster, C4H12NO2 overall.

Calculated values
Charge: -1
F_max, eV Å⁻¹: 1.23
Energy, eV: -9927.8359
Energy relative to the best compared isomer or geometry (same formula, charge and spin), kcal/mol: 8.9
HOMO, eV: -2.970

XYZ file:
```
19
C4H12NO2 (the ωB97M-V functional and the def2-TZVPD basis)
C -0.9033 1.0777 -2.3691
C -0.3840 0.2560 -1.1839
C -1.1488 0.5139 0.1117
C -1.2338 -0.6965 1.0687
O -0.1215 -0.9164 1.8318
N 1.0605 0.5093 -1.1279
H -1.9898 1.2401 -2.4174
H -0.5931 0.6721 -3.3237
H -0.5213 2.1109 -2.3144
H -0.4703 -0.7909 -1.4878
H -2.1772 0.6976 -0.2134
H -0.7631 1.3979 0.6144
H -1.4162 -1.5897 0.4198
H -2.1608 -0.5545 1.6779
H 1.5125 -0.2192 -0.5680
H 1.2366 1.3269 -0.5485
H 2.1627 -1.4612 1.1305
H 1.6379 -0.4168 1.9803
O 2.4879 -0.6352 1.5253
```

Which of these has the highest HOMO?
number 1

Which formula does entry 1 have?
C4H12NO2

F_max of number 2 (C4H12NO2)?
1.23 eV Å⁻¹